{"formula": "C22H54F18N4O3P3", "method": "ωB97M-V/def2-TZVPD", "charge": 1, "homo_energy_ha": -0.4722, "homo_lumo_gap_ev": 10.672, "spin_multiplicity": 1, "species": ["H", "F", "H", "C", "H", "H", "F", "F", "H", "H", "C", "H", "C", "H", "H", "H", "H", "F", "H", "C", "F", "C", "H", "C", "H", "O", "C", "C", "C", "H", "H", "N", "H", "F", "H", "H", "N", "H", "H", "H", "H", "H", "H", "P", "F", "H", "C", "P", "F", "H", "H", "C", "C", "F", "C", "C", "P", "H", "F", "H", "H", "C", "H", "H", "H", "H", "H", "H", "C", "C", "H", "H", "H", "H", "O", "H", "H", "C", "F", "H", "H", "H", "H", "H", "H", "F", "F", "H", "F", "C", "C", "C", "F", "F", "F", "H", "N", "H", "F", "H", "H", "N", "O", "C"], "positions_angstrom": [[-3.845, 1.897, 3.683], [-2.325, -1.587, 0.813], [-3.713, 2.306, -3.482], [1.489, 5.052, 1.966], [6.357, -3.512, -2.050], [-3.727, 1.167, -5.844], [1.962, 2.275, -0.031], [-2.855, -3.775, 0.418], [4.780, -1.911, -0.552], [-1.129, -0.845, -1.411], [4.237, -2.980, -2.330], [3.421, -3.228, 2.989], [2.351, -4.560, 1.102], [4.757, 0.194, 3.598], [6.012, -2.479, -3.463], [-0.064, 7.390, -1.141], [-2.595, -1.819, -1.648], [-4.285, -2.035, -0.200], [-0.971, -0.992, 4.464], [1.188, -2.598, 1.589], [-2.870, -2.974, 2.568], [-1.196, 1.061, 4.151], [1.018, -1.556, 1.324], [0.160, -3.508, 0.937], [-0.465, 4.725, 0.090], [-0.879, 1.469, 5.220], [0.685, 6.046, 1.198], [-1.074, -0.302, 3.631], [-0.788, -0.240, -3.984], [-3.466, 2.618, 2.106], [2.277, 4.567, 1.389], [-1.752, 2.064, 3.175], [-3.812, -0.004, -2.451], [-2.333, 3.954, -1.798], [4.663, -3.687, -0.341], [3.537, -3.764, -2.622], [0.115, 5.558, -0.138], [4.616, -1.485, 4.272], [2.033, -3.118, -0.899], [0.888, 5.264, -0.737], [-1.849, -0.605, 2.927], [-0.731, -3.571, 1.553], [4.546, -3.037, 1.636], [-3.593, -2.550, 1.182], [-2.870, 2.322, -0.230], [5.738, -1.088, 2.978], [5.648, -3.300, -2.849], [0.582, 1.485, 0.180], [-0.063, 2.855, 0.862], [2.513, -1.551, -0.318], [3.885, -2.033, -2.747], [-3.242, 1.439, -3.945], [-2.907, 0.439, -2.870], [1.135, 0.150, -0.510], [-0.715, 6.583, -0.822], [2.789, -2.605, -0.303], [-3.421, 3.797, -0.601], [0.825, -5.162, -0.293], [-4.852, -3.502, 1.447], [-1.453, 6.942, -0.116], [1.179, -2.708, 2.674], [4.745, -0.871, 3.382], [-0.122, -3.104, -0.033], [-1.218, 1.968, 2.295], [-3.067, -1.070, -5.114], [-0.281, 0.465, -3.329], [0.509, -5.650, 1.390], [3.953, -0.638, 1.428], [-3.184, 1.851, 2.819], [3.667, -1.185, 2.327], [-1.069, -2.356, -2.412], [2.703, -0.864, 2.713], [-2.145, -2.478, -4.505], [-1.058, 0.270, -4.903], [0.475, 7.169, 1.494], [5.637, -4.186, -3.484], [1.911, 5.591, 2.807], [4.213, -2.807, -0.806], [-0.781, 0.720, 0.624], [-3.667, -1.942, -3.717], [3.031, -4.992, 0.361], [-1.678, 2.994, 3.583], [-1.194, 6.109, -1.672], [-3.411, 0.884, 2.369], [-2.376, 0.932, -2.056], [-0.068, 1.915, -1.210], [-4.513, 3.724, 0.592], [-2.329, 1.895, -4.347], [-2.320, 4.425, 0.462], [-2.765, -1.628, -4.239], [0.888, -4.860, 0.750], [3.619, -2.676, 2.071], [-3.999, 5.267, -0.895], [-4.439, 3.096, -1.634], [-4.308, -1.339, 1.994], [2.705, -5.013, 2.028], [2.524, -3.062, 1.106], [0.822, 4.247, 2.267], [1.175, 1.063, 1.660], [-0.191, -1.121, -4.200], [-0.172, -0.430, 3.026], [-2.036, -0.711, -3.314], [-4.078, 0.947, -4.979], [-1.657, -1.497, -2.100]], "forces_ev_per_angstrom": [[0.428, 0.304, 0.304], [0.339, 0.176, 0.315], [-0.225, -0.348, 0.307], [-0.197, 0.020, -0.045], [0.009, 0.177, 0.072], [0.004, 0.192, 0.062], [-0.209, 0.094, -0.832], [0.198, 0.140, -0.253], [0.303, -0.218, 0.155], [0.097, -0.065, 0.036], [0.237, 0.160, 0.413], [-0.028, 0.033, 0.039], [0.634, -1.019, -0.740], [-0.193, -0.043, 0.323], [0.252, -0.017, 0.113], [-0.041, 0.075, 0.045], [0.186, -0.118, 0.198], [0.162, -0.123, -0.117], [-0.303, -0.006, 0.059], [-0.725, 0.313, -0.121], [0.261, -0.184, -0.028], [0.325, 0.267, 0.325], [0.219, 0.054, 0.080], [0.286, -0.219, 0.046], [0.014, 0.036, -0.367], [-0.122, 0.160, -0.041], [0.617, 0.202, -0.295], [0.218, -1.054, -0.513], [-0.400, 0.230, 0.076], [0.011, 0.055, 0.040], [-0.069, 0.139, -0.210], [-0.339, -0.666, -0.402], [0.027, -0.029, -0.005], [0.316, -0.002, 0.217], [0.124, 0.067, -0.017], [-0.067, 0.028, 0.026], [-0.160, -0.214, 0.536], [-0.056, 0.266, 0.196], [0.226, -0.103, -0.138], [-0.065, -0.245, 0.084], [-0.313, 0.012, 0.290], [-0.077, -0.016, -0.122], [0.114, -0.058, 0.143], [-1.177, -0.171, -0.026], [0.326, 0.150, 0.135], [-0.064, -0.123, 0.038], [-0.268, -0.069, -0.357], [-0.589, -0.039, 1.281], [0.141, -0.047, 0.061], [0.109, -0.029, -0.084], [-0.107, -0.145, -0.243], [0.471, 1.219, -0.334], [-0.368, -0.067, 0.000], [0.383, -0.182, 0.170], [0.028, 0.060, -0.183], [-0.492, 0.586, 0.100], [-1.599, 0.003, -0.067], [-0.131, -0.269, 0.067], [0.255, 0.140, 0.275], [-0.080, 0.018, -0.059], [0.097, -0.037, 0.021], [0.198, -0.263, -0.678], [-0.216, 0.031, 0.076], [-0.026, 0.404, 0.056], [0.036, -0.006, -0.113], [0.104, -0.147, 0.087], [-0.132, -0.035, -0.067], [-0.458, 0.042, -0.139], [-1.408, -0.221, -0.252], [0.698, -0.051, 0.626], [0.083, 0.015, 0.015], [-0.057, 0.288, -0.244], [0.126, -0.008, 0.137], [0.057, -0.092, -0.118], [-0.204, 0.064, 0.033], [-0.024, 0.029, -0.030], [-0.005, -0.148, 0.135], [-0.525, -0.188, -0.162], [0.126, -0.033, -0.277], [0.063, -0.192, -0.074], [-0.037, 0.278, -0.040], [0.365, -0.012, -0.070], [-0.073, -0.034, 0.038], [0.685, -0.062, -0.147], [-0.007, 0.113, -0.044], [0.348, 0.293, -0.199], [0.396, -0.535, 0.159], [0.077, -0.301, -0.118], [0.248, 0.149, 0.104], [-0.565, 0.245, 0.137], [0.267, 0.620, 0.112], [-0.124, 0.245, -0.422], [0.615, 0.006, -0.458], [-0.091, 0.403, 0.100], [0.235, 0.206, -0.208], [-0.362, 0.467, 0.351], [0.321, -0.813, 0.641], [0.090, 0.012, 0.251], [-0.069, -0.137, -0.232], [0.178, 0.070, 0.005], [0.153, 0.536, 0.100], [0.619, -0.339, -0.261], [-0.048, -0.523, 0.063], [-0.611, 0.170, 0.074]], "lowdin_charge": [0.12, -0.19, 0.11, 0.03, 0.07, 0.10, -0.13, -0.16, 0.12, 0.08, -0.24, 0.14, -0.09, 0.08, 0.07, 0.11, 0.08, -0.17, 0.11, -0.11, -0.16, -0.40, 0.10, -0.13, 0.12, 0.18, -0.38, 0.03, 0.02, 0.07, 0.10, 0.11, 0.16, -0.16, 0.11, 0.11, 0.08, 0.08, 0.13, 0.18, 0.07, 0.10, 0.13, 0.16, -0.16, 0.08, -0.09, 0.20, -0.21, 0.11, 0.11, -0.23, -0.08, -0.14, 0.00, -0.11, 0.18, 0.11, -0.13, 0.11, 0.15, -0.08, 0.10, 0.12, 0.09, 0.10, 0.12, 0.12, 0.02, -0.22, 0.11, 0.10, 0.11, 0.10, 0.19, 0.07, 0.10, -0.19, -0.16, 0.12, 0.13, 0.18, 0.09, 0.09, 0.11, -0.12, -0.15, 0.12, -0.19, 0.02, -0.10, -0.12, -0.14, -0.14, -0.16, 0.14, -0.22, 0.08, -0.17, 0.11, 0.08, -0.35, -0.04, 0.00]}

---

{"formula": "C24H30AsClN5OPt", "method": "ωB97M-V/def2-TZVPD", "charge": 3, "homo_energy_ha": [-0.5851, -0.5898], "homo_lumo_gap_ev": [4.268, 4.915], "spin_multiplicity": 1, "species": ["Cl", "C", "H", "C", "C", "H", "Pt", "H", "H", "H", "H", "C", "C", "C", "H", "H", "H", "H", "N", "C", "C", "N", "C", "H", "H", "C", "H", "C", "H", "H", "H", "C", "H", "C", "As", "H", "C", "C", "H", "H", "H", "C", "C", "H", "H", "C", "C", "N", "H", "C", "H", "C", "H", "N", "H", "C", "N", "O", "C", "C", "H", "H", "H"], "positions_angstrom": [[1.229, -5.323, 3.257], [-4.658, 0.256, -0.674], [2.120, 0.407, -1.589], [1.051, -4.224, 0.790], [4.869, -0.162, 0.228], [-2.778, 3.570, 1.999], [-1.127, -0.463, -0.447], [-6.697, 0.868, -0.216], [2.676, -1.140, -0.877], [4.730, -1.213, 0.449], [-2.780, -2.589, -0.940], [1.313, 1.832, 1.484], [-0.031, 1.149, -4.422], [-1.458, -3.118, 1.329], [-0.521, -0.914, -3.750], [-1.364, -2.744, -2.073], [-1.229, -3.886, 3.302], [-4.353, 3.412, 2.806], [-3.374, 0.392, -0.305], [2.546, -0.070, -0.701], [0.455, -4.391, 2.055], [-4.973, -0.542, -1.682], [-1.706, -2.515, -1.070], [2.368, 1.982, 1.716], [-5.973, 2.399, 1.613], [0.399, -3.531, -0.197], [6.939, -0.171, 0.733], [-0.792, -3.789, 2.321], [0.737, 1.895, 2.406], [0.171, 3.317, -3.944], [-2.437, -2.702, 1.525], [3.798, 0.584, -0.302], [0.841, -3.435, -1.179], [-0.917, -3.016, 0.010], [1.096, 0.053, 0.731], [3.155, 2.540, -0.948], [1.834, -1.036, 2.173], [-5.266, 1.815, 1.038], [-0.566, 2.565, -1.627], [2.011, -4.675, 0.594], [2.741, -0.558, 2.556], [-3.508, 2.863, 2.397], [-0.044, 2.304, -3.665], [-4.255, -1.009, -2.214], [7.236, 2.247, 0.282], [-0.403, 0.132, -3.546], [-3.014, 1.249, 0.670], [-3.957, 1.964, 1.352], [0.961, 2.605, 0.807], [6.280, 1.779, 0.104], [5.353, 3.591, -0.599], [-5.656, 0.983, 0.039], [-3.025, 2.304, 3.201], [-0.624, 0.638, -2.337], [2.063, -2.040, 1.815], [6.106, 0.420, 0.387], [-0.393, 1.956, -2.417], [-1.796, 1.379, 0.923], [5.212, 2.545, -0.374], [3.981, 1.960, -0.555], [1.124, -1.119, 2.998], [0.209, 1.049, -5.460], [-5.932, -0.631, -1.981]], "forces_ev_per_angstrom": [[-0.314, 0.465, -0.566], [-0.146, 0.385, 0.452], [-0.093, -0.190, 0.097], [0.027, 0.069, -0.460], [-0.727, 0.153, -0.469], [-0.150, -0.036, -0.018], [-0.559, 0.617, 1.168], [-0.095, 0.066, 0.020], [-0.136, 0.084, -0.025], [0.035, -0.092, -0.059], [-0.108, 0.485, 0.063], [-0.948, 0.135, 0.171], [-0.034, 0.103, 0.156], [-0.168, -0.032, 0.112], [0.007, -0.194, 0.049], [0.068, 0.157, -0.060], [-0.045, -0.056, 0.110], [0.000, -0.080, -0.109], [0.472, -0.613, -0.409], [-1.051, -0.211, 0.046], [-0.345, -0.026, 0.332], [0.096, -0.172, -0.048], [0.971, -0.113, 0.169], [0.031, -0.283, -0.208], [0.055, -0.024, -0.006], [0.270, -0.269, 0.086], [0.095, -0.025, 0.097], [0.221, -0.045, 0.159], [-0.034, -0.040, -0.050], [-0.001, 0.230, 0.041], [-0.097, -0.081, 0.016], [0.858, 0.571, 0.451], [0.091, -0.057, -0.075], [-0.135, 0.964, 0.097], [1.816, -0.345, -1.231], [-0.054, 0.076, -0.105], [-0.691, -0.444, 0.140], [-0.347, -0.354, -0.505], [-0.004, -0.174, -0.145], [0.111, -0.057, -0.006], [-0.129, 0.158, -0.334], [0.454, 0.528, 0.684], [0.070, -0.342, -0.289], [-0.144, 0.107, -0.026], [0.127, 0.001, -0.116], [0.129, 0.401, -0.138], [-0.898, -0.014, -0.287], [0.414, -0.288, -0.309], [0.041, -0.006, -0.071], [-0.350, -0.247, 0.041], [0.040, 0.075, 0.010], [0.060, 0.023, 0.055], [-0.111, -0.004, -0.086], [-0.342, -0.900, 1.207], [0.045, 0.225, -0.039], [0.219, 0.690, 0.118], [0.000, 0.303, 0.143], [1.075, -0.392, 0.024], [0.435, -0.101, 0.357], [-0.185, -0.838, -0.109], [-0.004, 0.073, -0.044], [0.046, 0.045, -0.230], [0.067, -0.044, -0.039]], "lowdin_charge": [0.87, -0.34, 0.07, -0.07, -0.04, 0.11, 0.98, 0.13, 0.08, 0.12, 0.09, -0.23, -0.01, -0.01, 0.11, 0.09, 0.13, 0.11, 0.10, -0.27, -0.60, 0.22, -0.06, 0.06, 0.16, -0.01, 0.12, -0.05, 0.05, 0.14, 0.13, -0.33, 0.14, -0.34, 1.21, 0.11, -0.22, 0.03, 0.16, 0.13, 0.07, 0.03, -0.03, 0.12, 0.12, -0.12, -0.51, -0.03, 0.04, -0.02, 0.12, 0.05, 0.11, -0.14, 0.02, -0.04, 0.01, -0.09, -0.04, -0.06, 0.05, 0.12, 0.14]}

---

{"formula": "C5H10O", "method": "ωB97M-V/def2-TZVPD", "homo_energy_ha": -0.3585, "homo_lumo_gap_ev": 10.758, "spin_multiplicity": 1, "species": ["H", "C", "H", "H", "C", "H", "C", "H", "H", "H", "C", "H", "C", "O", "H", "H"], "positions_angstrom": [[-1.750, -0.289, 1.262], [-1.630, -0.309, 0.157], [2.198, -1.504, 0.456], [0.625, -2.265, -1.125], [0.189, 1.369, 0.376], [-0.110, -2.165, -1.170], [0.935, 0.140, 0.848], [-0.747, 0.700, -1.480], [1.972, -0.315, -0.944], [0.715, -0.210, 1.856], [-1.037, 0.939, -0.453], [-1.807, 1.724, -0.488], [1.748, -0.585, 0.087], [-1.943, -1.295, -0.467], [-0.125, 1.970, 1.236], [0.838, 2.011, -0.230]], "forces_ev_per_angstrom": [[-0.075, 0.019, -0.104], [-0.262, -0.226, -0.204], [-0.042, 0.180, -0.026], [-0.146, -0.194, -0.175], [0.070, 0.073, 0.065], [0.139, -0.197, -0.147], [0.275, -0.057, -0.026], [-0.081, 0.016, 0.116], [-0.006, 0.042, 0.199], [0.104, 0.085, -0.116], [0.008, -0.104, -0.113], [0.154, -0.132, 0.037], [0.043, 0.243, 0.203], [-0.100, 0.483, 0.306], [0.022, -0.110, -0.074], [-0.103, -0.123, 0.061]], "lowdin_charge": [0.13, -0.30, 0.06, 0.05, -0.21, 0.06, -0.21, 0.12, 0.07, 0.10, -0.16, 0.12, -0.05, 0.01, 0.11, 0.11]}

---

Q: Which relative energy (zero: lowest compared OMol25 entry of this formula, charge and spin) values were calculated for the entries above? A: 0.000; 1.704; 2.327, in eV.
Q: Which DFT total energy values were calculated for the entries above? A: -4137.507887; -4095.842721; -271.667098, in Ha.